(1)
{
  "formula": "C5H10O",
  "method": "wB97M-V/def2-TZVPD",
  "species": ["C", "C", "C", "C", "C", "O", "H", "H", "H", "H", "H", "H", "H", "H", "H", "H"],
  "xyz": [[-1.7972, -1.1108, 0.9314], [-0.8526, -1.2336, -0.0006], [-0.4341, -0.1636, -0.9842], [0.1372, 1.1182, -0.3518], [1.3156, 0.8260, 0.5715], [2.4281, 0.2009, -0.0735], [-2.2568, -1.9742, 1.3825], [-2.0069, -0.0782, 1.1921], [-0.3204, -2.1836, -0.0677], [-1.3339, 0.0626, -1.5482], [0.3442, -0.5418, -1.6387], [0.5504, 1.7455, -1.1442], [-0.5911, 1.7513, 0.1503], [0.9463, 0.1937, 1.3919], [1.7606, 1.7275, 0.9955], [2.1105, -0.3398, -0.8064]],
  "forces_ev_per_a": [[1.0, 0.7, -0.8], [0.3, -0.8, 0.2], [0.1, 0.5, 1.2], [0.9, 0.3, -0.4], [0.0, -0.3, 0.4], [-0.3, -0.1, -0.3], [0.2, 0.1, 0.6], [-1.1, -0.2, 0.1], [-0.5, -0.1, -0.5], [0.2, 0.2, -0.4], [-0.2, -0.3, -0.4], [-0.2, 0.1, -0.3], [-0.2, -0.3, 0.2], [0.2, 0.1, 0.0], [-0.4, 0.1, 0.0], [0.1, 0.0, 0.2]],
  "homo_energy_ev": -9.6,
  "charge": 0,
  "smiles": "C=CCCCO",
  "homo_lumo_gap_ha": 0.3874
}

(2)
{
  "formula": "C3H2CrO2",
  "method": "wB97M-V/def2-TZVPD",
  "species": ["O", "C", "C", "O", "C", "Cr", "H", "H"],
  "xyz": [[0.3475, 0.9889, 0.2527], [1.1715, 0.1567, 0.8906], [1.0211, -1.1435, 0.5614], [0.0336, -1.3484, -0.4117], [-0.4811, -0.2598, -0.9267], [-1.8842, 0.9370, -0.0017], [2.1391, 0.5521, 1.2092], [1.7389, -1.9514, 0.6481]],
  "forces_ev_per_a": [[-1.1, -1.6, -1.1], [0.3, -0.3, -1.8], [1.0, -0.1, 0.1], [-0.5, 3.2, -1.1], [1.3, -1.6, 2.5], [0.0, 0.5, 0.2], [-0.6, 0.0, 0.8], [-0.5, 0.0, 0.3]],
  "homo_energy_ev": [-13.3, -14.2],
  "s2": 8.762,
  "charge": 1,
  "spin_multiplicity": 6,
  "homo_lumo_gap_ha": [0.2809, 0.3187]
}

(3)
{
  "formula": "C22H23N3O4S",
  "method": "wB97M-V/def2-TZVPD",
  "species": ["C", "S", "C", "C", "C", "C", "C", "C", "O", "C", "C", "C", "C", "C", "O", "N", "C", "C", "C", "O", "C", "C", "C", "C", "N", "C", "C", "C", "N", "O", "H", "H", "H", "H", "H", "H", "H", "H", "H", "H", "H", "H", "H", "H", "H", "H", "H", "H", "H", "H", "H", "H", "H"],
  "xyz": [[2.0284, 5.9268, 5.5400], [2.6754, 4.3906, 4.8130], [1.4124, 3.2175, 5.1799], [0.2573, 3.4741, 5.8956], [-0.6646, 2.4605, 6.1102], [-0.4341, 1.1942, 5.6129], [0.7230, 0.9235, 4.8944], [1.6491, 1.9272, 4.6769], [2.8317, 1.7971, 4.0007], [3.1214, 0.5822, 3.3654], [2.1754, 0.2803, 2.2478], [1.3545, 1.0744, 1.5036], [0.7249, 0.1667, 0.6081], [-0.2449, 0.6062, -0.4253], [-0.4496, 1.8018, -0.5775], [-0.8746, -0.3272, -1.1692], [-0.6756, -1.7590, -1.0736], [-1.8121, -2.4970, -1.7702], [-1.8443, -2.1767, -3.2689], [-0.8924, -3.0387, -3.8775], [-0.8917, -3.2156, -5.2209], [-1.7796, -2.6525, -6.1319], [-1.6371, -2.9631, -7.4760], [-0.6184, -3.8144, -7.8653], [0.2317, -4.3533, -7.0042], [0.1004, -4.0667, -5.7293], [-1.4874, -0.6963, -3.5024], [-1.7296, 0.1316, -2.2470], [1.1587, -1.0527, 0.8226], [2.0506, -0.9941, 1.8361], [1.9280, 5.8198, 6.6159], [2.7686, 6.6879, 5.3147], [1.0809, 6.1878, 5.0785], [0.0615, 4.4581, 6.2889], [-1.5643, 2.6716, 6.6677], [-1.1512, 0.4048, 5.7772], [0.8839, -0.0723, 4.5123], [3.1332, -0.2587, 4.0739], [4.1346, 0.7086, 2.9667], [1.2009, 2.1300, 1.5605], [-0.6295, -2.0479, -0.0224], [0.2777, -2.0414, -1.5341], [-1.6642, -3.5700, -1.6502], [-2.7655, -2.2282, -1.3155], [-2.8449, -2.4071, -3.6618], [-2.5697, -1.9874, -5.8182], [-2.3128, -2.5414, -8.2043], [-0.4684, -4.0804, -8.9022], [0.8072, -4.5235, -5.0507], [-0.4294, -0.6384, -3.7674], [-2.0628, -0.2738, -4.3264], [-2.7828, 0.0711, -1.9479], [-1.4898, 1.1832, -2.4231]],
  "forces_ev_per_a": [[0.0, -0.6, -0.2], [0.1, 0.4, 0.1], [0.3, 0.1, -0.2], [0.1, -0.1, -0.1], [-0.1, -0.1, 0.0], [0.0, 0.1, 0.1], [0.2, -0.1, -0.1], [-0.2, 0.2, 0.2], [-0.2, 0.1, 0.0], [0.2, -0.4, 0.0], [-0.6, 0.8, -0.6], [0.4, -0.5, 0.3], [0.8, 0.0, 0.9], [-0.4, -0.1, -0.4], [0.2, 0.1, 0.3], [-0.1, 0.1, -0.1], [0.0, -0.6, 0.2], [0.2, 0.1, -0.3], [-0.3, 0.2, 0.2], [0.2, -0.2, 0.0], [0.0, 0.0, -0.4], [0.0, 0.0, 0.3], [0.2, -0.1, 0.0], [-0.3, 0.2, -0.3], [0.3, -0.3, -0.1], [-0.1, 0.2, 0.4], [-0.1, -0.1, 0.1], [-0.1, 0.4, -0.3], [-0.5, -0.3, -0.7], [0.4, 0.2, 0.6], [-0.1, 0.1, 0.1], [0.0, 0.0, 0.0], [-0.1, 0.1, 0.0], [0.0, 0.1, 0.0], [-0.1, 0.0, 0.0], [-0.1, -0.1, 0.0], [0.0, -0.1, -0.1], [0.0, 0.1, -0.1], [-0.2, -0.1, 0.1], [0.0, 0.3, 0.1], [0.0, -0.1, -0.3], [0.0, -0.1, 0.1], [-0.1, 0.0, 0.0], [0.0, 0.0, 0.0], [0.1, 0.0, 0.0], [0.0, 0.1, 0.1], [0.0, 0.0, -0.1], [-0.1, 0.0, -0.1], [0.0, 0.0, 0.2], [0.0, 0.0, 0.0], [0.1, 0.0, 0.0], [0.0, 0.1, 0.0], [-0.1, -0.2, 0.0]],
  "homo_energy_ev": -8.0,
  "charge": 0,
  "smiles": "CSc1ccccc1OCc1cc(C(=O)N2CCC(Oc3cccnc3)CC2)no1",
  "homo_lumo_gap_ha": 0.3161
}

(4)
{
  "formula": "C8H12AsO13P2PmS",
  "method": "wB97M-V/def2-TZVPD",
  "species": ["Pm", "C", "C", "O", "P", "O", "O", "O", "P", "O", "O", "O", "H", "H", "H", "H", "H", "H", "H", "O", "As", "O", "O", "C", "C", "C", "C", "C", "C", "S", "O", "O", "O", "H", "H", "H", "H", "H"],
  "xyz": [[10.9637, 6.6822, 7.3493], [15.3317, 4.7702, 8.8776], [14.6633, 6.0848, 9.2415], [15.3439, 6.7508, 10.3106], [14.8812, 7.1954, 7.7652], [15.7831, 8.4240, 8.3036], [15.9604, 6.5486, 6.7523], [13.6353, 7.6263, 7.1427], [12.8180, 5.8725, 9.6903], [12.9698, 5.0625, 11.0548], [12.0772, 7.1982, 9.8740], [12.2825, 5.0698, 8.5047], [16.4114, 4.8565, 8.6811], [14.8791, 4.4082, 7.9450], [15.2277, 4.0110, 9.6176], [14.9791, 6.4071, 11.1376], [15.4836, 8.7587, 9.1865], [15.4977, 5.8534, 6.1844], [12.1471, 4.8810, 11.4982], [9.1175, 7.8119, 8.2801], [7.8729, 6.8451, 7.1376], [6.5570, 6.3718, 7.9931], [9.0680, 5.7888, 6.6210], [7.9023, 8.2083, 5.8291], [6.5822, 8.6159, 5.6664], [6.2511, 9.6323, 4.8163], [7.3450, 10.3469, 4.2558], [8.6570, 9.9456, 4.4327], [8.9933, 8.8229, 5.2023], [10.8015, 8.5682, 5.1572], [11.3169, 9.4044, 4.1408], [11.2141, 7.1082, 5.0890], [11.1140, 8.9201, 6.5905], [8.8306, 7.5751, 9.1909], [5.8433, 8.1509, 6.2915], [5.2123, 9.8947, 4.5590], [7.1928, 11.2354, 3.6499], [9.4924, 10.5295, 3.9730]],
  "forces_ev_per_a": [[2.3, -0.1, 1.0], [0.3, -0.2, -0.9], [-0.2, 0.1, 0.5], [-0.2, -0.1, 0.3], [1.8, 1.4, 0.8], [-0.8, -0.6, 0.4], [-1.6, -1.1, -0.4], [-1.6, -0.6, -0.6], [0.6, 1.9, -1.4], [0.7, -0.1, -0.5], [0.5, -1.8, -0.5], [-0.3, 0.0, 0.5], [-0.4, 0.4, 0.1], [0.0, -0.2, 0.3], [-0.4, -0.5, 0.7], [0.2, 0.1, 0.0], [0.3, -0.6, -1.0], [1.0, 1.4, 0.9], [-0.6, -0.1, 0.4], [-1.6, -1.0, 0.8], [0.9, 0.0, 1.2], [1.0, 0.6, -0.9], [-0.2, -0.7, 0.2], [-0.4, -0.3, 0.5], [0.2, 0.2, 0.0], [0.8, 1.5, -1.3], [-1.1, -0.2, 0.0], [0.9, 0.3, -0.1], [-0.6, 0.5, -1.5], [0.4, -1.2, 2.8], [0.3, 0.1, -0.4], [-1.2, 1.4, -0.8], [-0.3, 0.2, -1.3], [0.3, 0.5, -0.5], [-0.4, -0.3, -0.1], [0.7, 0.0, 0.4], [-0.2, -0.2, 0.0], [-1.1, -0.6, 0.4]],
  "homo_energy_ev": [-10.2, -10.3],
  "s2": 6.004,
  "charge": 0,
  "spin_multiplicity": 5,
  "homo_lumo_gap_ha": [0.3670, 0.3676]
}

(5)
{
  "formula": "C3H9N2O2",
  "method": "wB97M-V/def2-TZVPD",
  "species": ["C", "C", "C", "N", "N", "O", "O", "H", "H", "H", "H", "H", "H", "H", "H", "H"],
  "xyz": [[-0.0265, -1.9628, -0.2777], [0.9741, 1.7352, -0.4927], [-0.3900, -0.9420, 0.6122], [-0.3828, 1.5238, -0.1610], [-1.2696, -1.2513, 1.4709], [-1.0953, 1.5024, -1.2902], [1.8740, 1.2841, 0.4663], [-0.4091, -1.7944, -1.3033], [1.1396, -1.9402, -0.5907], [-0.1015, -2.9358, 0.2159], [1.3019, 1.3031, -1.3866], [1.0465, 2.7449, -0.8713], [-2.0282, 1.6883, -1.0591], [-1.5983, -2.1920, 1.4774], [-1.4675, -0.7318, 2.2971], [2.4328, 1.9687, 0.8925]],
  "forces_ev_per_a": [[4.5, -1.0, -3.0], [1.3, 0.1, -0.1], [-0.3, 2.0, 0.1], [-1.1, -1.1, 0.9], [0.2, 0.4, 1.0], [0.2, 0.3, 0.0], [0.1, 0.6, 0.9], [-0.5, -0.5, 0.6], [-2.3, 0.3, 1.1], [-0.6, -0.2, -0.6], [-0.2, -1.6, -1.8], [0.1, 1.2, 0.9], [0.4, -0.2, 0.2], [-0.5, -0.9, 0.2], [-0.4, 0.9, 0.4], [-0.9, -0.3, -0.5]],
  "homo_energy_ev": [-13.1, -14.2],
  "charge": 1,
  "homo_lumo_gap_ha": [0.2596, 0.3525]
}

Per-record maximum force, hartree/bohr: 0.0274, 0.0659, 0.0227, 0.0595, 0.1067
Per-record relative energy (zero: lowest compared OMol25 entry of this formula, charge and spin), eV: 1.508, 2.062, 3.573, 0.429, 7.454